This record from the OMol25 dataset describes a structure of composition C30H50P2RuSe. The level of theory is the ωB97M-V functional and the def2-TZVPD basis.

Structure (XYZ):
```
84
C30H50P2RuSe, DFT the ωB97M-V functional and the def2-TZVPD basis
Ru -0.36 -0.66 -1.77
C -2.12 1.68 -0.17
C -2.67 0.84 -1.16
C -1.94 -0.49 0.60
C -1.70 0.86 0.92
C -2.49 -0.55 -0.75
C -1.95 3.16 -0.20
H -1.64 3.51 -1.20
H -1.20 3.48 0.55
H -2.92 3.63 0.05
C -1.45 1.33 2.30
H -1.05 2.35 2.35
H -0.71 0.68 2.80
H -2.37 1.28 2.94
C -1.93 -1.55 1.61
H -2.86 -1.40 2.20
H -1.10 -1.44 2.32
H -1.90 -2.57 1.25
C -3.33 -1.69 -1.24
H -4.38 -1.42 -1.45
H -3.31 -2.52 -0.51
H -2.89 -2.04 -2.17
C -3.42 1.28 -2.35
H -4.44 1.65 -2.14
H -3.54 0.48 -3.08
H -2.92 2.12 -2.86
C 1.50 0.22 -2.27
C 0.31 0.99 -2.44
C -0.16 1.35 -3.83
C -1.02 0.24 -4.47
C -1.03 -1.02 -3.65
C 0.22 -1.72 -3.50
C 1.46 -1.32 -4.28
C 2.24 -0.22 -3.55
H 0.67 1.60 -4.51
H -0.67 0.07 -5.50
H -0.76 2.26 -3.76
H 2.43 0.63 -4.26
H 2.14 0.24 -1.41
H 0.05 1.70 -1.66
H 3.27 -0.59 -3.34
H 2.12 -2.20 -4.42
H 0.24 -2.81 -3.35
H 1.26 -1.00 -5.32
H -2.05 0.58 -4.56
H -1.93 -1.61 -3.70
P 1.99 1.98 0.59
C 1.73 2.87 2.16
H 2.60 3.52 2.32
H 1.62 2.12 2.96
H 0.80 3.45 2.07
C 3.73 1.41 0.55
H 4.37 2.30 0.68
H 3.92 0.95 -0.44
H 3.89 0.66 1.34
C 1.89 3.30 -0.67
H 2.02 2.86 -1.67
H 2.66 4.05 -0.46
H 0.89 3.75 -0.62
P 1.10 -2.59 0.00
C -0.17 -3.46 -0.99
H 0.31 -4.24 -1.60
H -0.65 -2.71 -1.67
H -1.00 -3.86 -0.38
C 2.66 -2.60 -0.97
H 2.49 -2.25 -2.00
H 3.07 -3.62 -0.95
H 3.35 -1.90 -0.47
C 1.39 -3.75 1.37
H 1.74 -4.69 0.93
H 0.45 -3.88 1.92
H 2.15 -3.30 2.04
Se 1.44 -0.66 2.38
C 0.82 -0.91 4.12
C 0.22 -2.14 4.51
C -0.47 -2.24 5.70
C -0.53 -1.17 6.57
C 0.10 0.03 6.24
C 0.81 0.15 5.06
H 0.18 -2.94 3.77
H -1.00 -3.17 5.91
H -1.12 -1.23 7.47
H 0.02 0.90 6.89
H 1.22 1.12 4.75
```

Values from the calculation:
* total charge: +2
* HOMO (alpha / beta): -13.2 / -13.1 eV
* HOMO-LUMO gap (alpha / beta): 7.512 / 4.491 eV
* <S²>: 6.044
* 2S+1: 5



This record from the OMol25 dataset describes a structure of composition C30H50P2Y. The level of theory is the ωB97M-V functional and the def2-TZVPD basis.

Structure (XYZ):
```
83
C30H50P2Y, DFT the ωB97M-V functional and the def2-TZVPD basis
Y 0.24 -2.59 -0.54
C 0.29 -1.83 2.27
C 1.22 -2.79 1.74
C 2.15 -0.69 1.52
C 0.92 -0.55 2.20
C 2.35 -2.06 1.22
C -0.99 -2.14 2.94
H -1.50 -3.00 2.48
H -1.69 -1.29 2.90
H -0.83 -2.40 4.00
C 0.44 0.69 2.85
H -0.46 0.50 3.45
H 0.21 1.49 2.14
H 1.21 1.10 3.52
C 3.12 0.41 1.28
H 4.12 0.01 1.07
H 3.20 1.07 2.16
H 2.82 1.03 0.42
C 3.44 -2.64 0.38
H 3.80 -3.58 0.82
H 4.29 -1.94 0.34
H 3.16 -2.85 -0.68
C 0.93 -4.24 1.52
H 1.13 -4.76 2.47
H 1.58 -4.72 0.76
H -0.14 -4.47 1.27
C -1.56 -1.56 -1.56
C -1.91 -2.64 -0.71
C -1.82 -4.09 -1.21
C -0.48 -4.77 -1.82
C 0.83 -4.00 -2.08
C 0.80 -2.78 -2.80
C -0.37 -2.45 -3.74
C -1.59 -1.70 -3.09
H -2.59 -4.23 -1.99
H -0.79 -5.19 -2.79
H -2.13 -4.72 -0.37
H -2.53 -2.21 -3.40
H -1.62 -0.50 -1.20
H -2.16 -2.45 0.38
H -1.66 -0.70 -3.55
H 0.01 -1.84 -4.58
H 1.74 -2.19 -3.00
H -0.72 -3.37 -4.22
H -0.24 -5.63 -1.19
H 1.79 -4.40 -1.64
P -2.77 1.17 1.06
C -2.89 2.08 2.66
H -3.73 2.78 2.64
H -1.94 2.63 2.81
H -3.02 1.35 3.48
C -3.30 2.53 -0.07
H -4.08 3.14 0.41
H -3.68 2.10 -1.00
H -2.43 3.16 -0.29
C -4.38 0.26 1.15
H -4.53 -0.26 0.20
H -5.21 0.95 1.34
H -4.32 -0.48 1.96
P 1.43 1.52 -2.42
C 3.17 1.18 -2.89
H 3.47 1.64 -3.85
H 3.22 0.07 -2.96
H 3.87 1.45 -2.08
C 0.50 1.74 -3.99
H 0.35 0.71 -4.39
H 1.00 2.38 -4.73
H -0.52 2.10 -3.77
C 1.40 3.05 -1.40
H 1.25 3.99 -1.96
H 2.29 3.13 -0.75
H 0.56 2.90 -0.70
C 0.96 6.23 1.66
C 1.86 5.21 1.99
C 1.37 3.87 2.13
C 0.05 3.64 1.92
C -0.87 4.61 1.60
C -0.39 5.95 1.46
H 1.32 7.26 1.56
H 2.91 5.42 2.15
H 2.07 3.08 2.42
H -1.92 4.39 1.46
H -1.10 6.74 1.21
```

Values from the calculation:
* total charge: +1
* HOMO (alpha / beta): -9.8 / -9.8 eV
* HOMO-LUMO gap (alpha / beta): 5.498 / 4.968 eV
* ΔE to the lowest compared entry with this formula, charge and spin: 128.0 kcal per mole
* 2S+1: 1



This record from the OMol25 dataset describes a cluster of 5 separate species, C30H51Br2F3O12 in total. The level of theory is the ωB97M-V functional and the def2-TZVPD basis.

Structure (XYZ):
```
98
C30H51Br2F3O12, DFT the ωB97M-V functional and the def2-TZVPD basis
C -3.67 -0.83 -4.60
C -2.29 -0.24 -4.98
O -2.20 0.74 -5.60
O -1.20 -0.95 -4.50
C -0.83 -0.41 -3.20
C 0.70 -0.09 -3.25
C 1.51 -0.78 -2.16
C 1.76 -2.08 -2.09
C 1.25 -3.06 -3.15
F 1.82 -4.25 -2.99
F -0.06 -3.26 -2.92
F 1.45 -2.65 -4.38
C 2.57 -2.57 -0.89
O 3.42 -3.38 -0.95
C 2.18 -1.88 0.42
C 1.94 -0.60 0.36
C 1.52 0.20 1.54
Br -0.29 0.93 1.37
C 2.25 0.40 2.63
C 3.65 -0.18 2.77
Br 1.46 1.42 4.09
C 2.07 0.06 -1.01
O 2.58 1.11 -1.17
H -4.28 -0.93 -5.50
H -4.09 -0.13 -3.86
H -3.54 -1.79 -4.07
H -1.11 -1.12 -2.41
H -1.37 0.54 -3.08
H 1.10 -0.31 -4.25
H 0.81 0.99 -3.09
H 2.09 -2.46 1.35
H 4.23 0.55 3.36
H 4.13 -0.33 1.80
H 3.63 -1.11 3.36
C 1.71 -0.62 -9.56
O 3.05 -0.17 -9.48
C 3.21 0.91 -8.57
C 3.73 0.44 -7.22
O 2.79 -0.40 -6.56
C 3.08 -1.78 -6.72
H 1.71 -1.61 -10.01
H 1.23 -0.69 -8.58
H 1.12 0.05 -10.20
H 2.27 1.47 -8.46
H 3.95 1.59 -9.01
H 3.87 1.32 -6.58
H 4.69 -0.06 -7.33
H 3.87 -2.08 -6.02
H 3.38 -2.03 -7.74
H 2.18 -2.34 -6.48
C -0.63 4.41 3.01
O -1.94 3.90 2.87
C -2.89 4.54 3.70
C -3.68 5.60 2.94
O -2.85 6.66 2.50
C -2.45 6.54 1.15
H -0.04 4.09 2.15
H -0.62 5.50 3.06
H -0.17 4.00 3.92
H -2.41 4.98 4.58
H -3.59 3.77 4.04
H -4.43 6.03 3.61
H -4.21 5.15 2.09
H -3.26 6.86 0.49
H -2.17 5.51 0.89
H -1.59 7.18 0.99
C 1.76 -2.18 5.57
O 3.12 -1.78 5.64
C 3.35 -0.71 6.55
C 3.85 -1.20 7.89
O 2.88 -2.00 8.56
C 3.10 -3.39 8.40
H 1.72 -3.17 5.12
H 1.29 -2.22 6.56
H 1.20 -1.48 4.94
H 2.44 -0.11 6.67
H 4.11 -0.07 6.10
H 4.05 -0.34 8.53
H 4.79 -1.75 7.78
H 3.89 -3.73 9.08
H 3.38 -3.65 7.37
H 2.18 -3.91 8.65
C -4.91 0.74 1.14
O -4.36 -0.36 0.43
C -3.54 -1.19 1.24
C -4.29 -2.42 1.73
O -5.37 -2.08 2.59
C -6.62 -2.05 1.93
H -5.74 1.13 0.56
H -5.28 0.45 2.13
H -4.16 1.53 1.25
H -3.13 -0.62 2.08
H -2.70 -1.52 0.62
H -3.60 -3.04 2.31
H -4.65 -3.01 0.88
H -7.01 -3.07 1.81
H -6.56 -1.57 0.95
H -7.32 -1.48 2.55
```

Values from the calculation:
* total charge: 0
* HOMO: -9.2 eV
* HOMO-LUMO gap: 8.086 eV
* ΔE to the lowest compared entry with this formula, charge and spin: 20.4 kcal per mole
* 2S+1: 1
* structure (SMILES): CC(=O)OCCC1=C(C(F)(F)F)C(=O)C=C(/C(Br)=C(\C)Br)C1=O.COCCOC.COCCOC.COCCOC.COCCOC



This record from the OMol25 dataset describes a structure of composition C30H51BrMgN4P2. The level of theory is the ωB97M-V functional and the def2-TZVPD basis.

Structure (XYZ):
```
89
C30H51BrMgN4P2, DFT the ωB97M-V functional and the def2-TZVPD basis
C 5.72 -1.84 -3.15
C 5.24 -0.85 -2.27
C 6.09 0.27 -2.09
C 7.34 0.32 -2.75
N 7.79 -0.68 -3.52
C 6.98 -1.73 -3.75
C 4.00 -1.11 -1.59
C 2.97 -0.82 -0.89
C 1.73 -0.51 -0.23
C 0.44 -0.60 -0.82
C -0.70 -0.40 -0.06
C -0.64 -0.18 1.32
C 0.65 -0.13 1.88
C 1.80 -0.20 1.13
Mg 2.58 -2.73 -1.39
P -2.88 1.18 -1.48
H 5.88 1.10 -1.42
H 5.15 -2.75 -3.36
H 8.03 1.18 -2.68
H 7.35 -2.50 -4.44
H 2.80 -0.08 1.57
H 0.40 -0.86 -1.87
H 0.76 -0.09 2.95
H -1.70 -0.47 -0.52
C -4.46 1.44 -0.59
C -5.02 2.86 -0.62
H -4.24 1.13 0.45
H -5.17 0.71 -1.00
H -6.08 2.83 -0.33
H -4.49 3.52 0.08
H -4.97 3.31 -1.62
C -2.03 2.80 -1.55
C -1.02 2.93 -2.69
H -1.53 2.92 -0.56
H -2.82 3.58 -1.61
H -0.45 3.86 -2.55
H -0.32 2.08 -2.71
H -1.51 3.00 -3.67
C -3.26 0.77 -3.22
C -4.30 1.68 -3.88
H -3.60 -0.28 -3.21
H -2.30 0.80 -3.76
H -4.48 1.31 -4.89
H -5.25 1.67 -3.33
H -3.95 2.71 -3.95
Br -2.25 -0.25 2.31
P 1.06 2.52 3.29
C -0.10 3.03 1.98
C -1.02 4.16 2.45
H -0.67 2.14 1.66
H 0.49 3.37 1.11
H -1.53 4.65 1.61
H -1.78 3.78 3.15
H -0.44 4.93 2.97
C 0.19 1.38 4.45
C 0.24 1.65 5.95
H 0.61 0.37 4.37
H -0.85 1.29 4.09
H -0.36 0.88 6.46
H 1.27 1.55 6.30
H -0.13 2.64 6.21
C 2.60 2.27 2.41
C 3.54 3.45 2.71
H 2.42 2.16 1.33
H 3.08 1.36 2.79
H 4.59 3.21 2.49
H 3.20 4.31 2.12
H 3.47 3.72 3.77
C -1.81 -3.87 -2.40
N -1.67 -4.37 -1.02
C -2.19 -5.70 -0.78
C -0.55 -3.98 -0.30
N 0.58 -3.55 -0.87
N -0.65 -4.06 1.04
C -1.91 -4.26 1.74
C 0.49 -3.62 1.81
H -2.57 -4.49 -2.90
H -0.85 -3.97 -2.95
H -2.14 -2.82 -2.42
H -1.53 -6.25 -0.11
H -3.20 -5.67 -0.36
H -2.24 -6.22 -1.75
H 0.44 -3.47 -1.87
H -2.10 -5.33 1.91
H -1.83 -3.77 2.72
H -2.75 -3.81 1.20
H 1.39 -3.77 1.20
H 0.40 -2.55 2.06
H 0.56 -4.21 2.73
```

Values from the calculation:
* total charge: +2
* HOMO: -11.4 eV
* HOMO-LUMO gap: 3.425 eV
* ΔE to the lowest compared entry with this formula, charge and spin: 73.2 kcal per mole
* 2S+1: 1



Number 1: calculated total energy -118407.0092 eV, molecular weight 652.708 g/mol. Number 2: calculated total energy -51528.5590 eV, molecular weight 561.584 g/mol. Number 3: calculated total energy -204737.3580 eV, molecular weight 820.528 g/mol. Number 4: calculated total energy -131943.2370 eV, molecular weight 633.923 g/mol.